# C4H4FNO

One molecule with the formula C4H4FNO (the ωB97M-V functional and the def2-TZVPD basis, OMol25).

Computed properties:
SMILES: O=C=CN/C=C/F
E, eV: -10464.853
HOMO-LUMO gap, eV: 8.835
Highest occupied orbital energy, eV: -8.23
LUMO level, Ha: 0.0224
Relative energy (zero: lowest compared OMol25 entry of this formula, charge and spin), kcal/mol: 62.3
Total charge: 0
F_max, eV/Å: 3.37

Each line ends with the natural charge from an NBO analysis.
Cartesian coordinates (Å):
O 3.5813 -0.8113 0.4500  -0.438
C 2.5726 -0.5404 -0.0487  0.681
C 1.3839 -0.1868 -0.4978  -0.390
N 0.5374 0.7457 0.1613  -0.591
C -0.7815 0.3162 0.5024  -0.080
C -1.3440 -0.7526 0.0153  0.145
F -2.6599 -1.0100 0.1942  -0.332
H 1.2038 -0.4488 -1.6533  0.248
H 0.9570 1.3281 0.9468  0.391
H -1.1577 1.0623 1.0975  0.201
H -0.7613 -1.4534 -0.4134  0.165


# C4H4FNO2

One molecule with the formula C4H4FNO2 (the ωB97M-V functional and the def2-TZVPD basis, OMol25).

Computed properties:
2S+1: 3
E, eV: -12506.865
HOMO-LUMO gap (alpha / beta), eV: 8.709 / 8.695
Highest occupied orbital energy (alpha / beta), eV: -8.26 / -11.15
LUMO level (alpha / beta), Ha: 0.0166 / -0.0901
Relative energy (zero: lowest compared OMol25 entry of this formula, charge and spin), kcal/mol: 8.1
Total charge: 0
F_max, eV/Å: 6.09

Each line ends with the Löwdin spin population.
Cartesian coordinates (Å):
C 0.8953 1.2540 1.2565  0.831
C -1.5913 -0.4080 -1.2454  0.315
C 0.3276 -0.0630 0.2262  0.473
C -1.0589 0.1467 -0.1493  0.041
N 1.2654 -1.0811 -0.0836  0.065
O 2.3620 -0.8554 0.2683  0.102
O 0.8922 -2.0122 -0.7044  0.057
F -1.7245 1.0859 0.5397  -0.017
H 1.8765 1.1656 1.8459  0.040
H 0.3072 2.1566 1.3969  0.050
H -2.4668 -0.2041 -1.6508  0.025
H -1.0847 -1.1850 -1.7000  0.019


# C4H4FNOS

One molecule with the formula C4H4FNOS (the ωB97M-V functional and the def2-TZVPD basis, OMol25).

Computed properties:
SMILES: C=C(F)/C(C=O)=N\S
E, eV: -21300.969
HOMO-LUMO gap, eV: 8.687
Highest occupied orbital energy, eV: -9.24
LUMO level, Ha: -0.0204
Relative energy (zero: lowest compared OMol25 entry of this formula, charge and spin), kcal/mol: 38.0
Total charge: 0
F_max, eV/Å: 1.60

Each line ends with the natural charge from an NBO analysis.
Cartesian coordinates (Å):
C 0.1731 -1.8631 -0.2898  -0.423
C 0.4447 -0.5792 -0.4703  0.327
F 1.5632 -0.1718 -1.1268  -0.340
C -0.3079 0.5981 0.0569  0.054
C -1.7634 0.5065 0.4740  0.405
O -2.3545 -0.5547 0.5349  -0.513
N 0.1691 1.7662 0.1949  -0.514
S 1.7479 2.3613 0.1918  0.281
H -0.7547 -2.1498 0.2176  0.254
H 0.8509 -2.6273 -0.5917  0.219
H -2.2554 1.4706 0.6876  0.146
H 2.4869 1.2434 0.1210  0.103


# C4H4FeLiO5

C4H4FeLiO5 as an isolated structure (the ωB97M-V functional and the def2-TZVPD basis, OMol25).

Computed properties:
2S+1: 7
E, eV: -49028.704
HOMO-LUMO gap (alpha / beta), eV: 9.060 / 3.295
Highest occupied orbital energy (alpha / beta), eV: -13.14 / -12.50
LUMO level (alpha / beta), Ha: -0.1499 / -0.3384
Relative energy (zero: lowest compared OMol25 entry of this formula, charge and spin), kcal/mol: 120.8
Total charge: +1
F_max, eV/Å: 6.38

Each line ends with the Löwdin spin population.
Cartesian coordinates (Å):
O -0.7911 0.0985 -1.3285  0.213
C -0.4169 1.3089 -1.3689  0.007
C 0.7555 -0.3741 0.1775  0.066
O -1.1205 2.1849 -0.8275  0.049
O 0.9325 1.3821 -1.4616  0.014
C 1.5526 0.1614 -1.0469  0.001
H 0.7930 0.3704 0.9771  0.008
H 1.5824 -0.8949 0.6708  0.005
H 1.5932 -0.5935 -1.8334  0.001
H 2.5735 0.3935 -0.7442  0.001
O -0.5552 -2.2417 1.4999  0.293
C -0.6816 -1.1456 1.0451  0.076
O -1.6212 -0.2956 1.5996  0.308
Li -1.9210 1.7302 0.8574  0.023
Fe -2.6752 -2.0845 1.7836  4.937


# C4H4FeO2

C4H4FeO2 as an isolated structure (the ωB97M-V functional and the def2-TZVPD basis, OMol25).

Computed properties:
2S+1: 7
E, eV: -42628.717
HOMO-LUMO gap (alpha / beta), eV: 4.820 / 8.958
Highest occupied orbital energy (alpha / beta), eV: -25.49 / -32.18
LUMO level (alpha / beta), Ha: -0.7598 / -0.8535
Relative energy (zero: lowest compared OMol25 entry of this formula, charge and spin), kcal/mol: 0.9
Total charge: +4
F_max, eV/Å: 4.42

Each line ends with the Löwdin spin population.
Cartesian coordinates (Å):
H 1.7961 -0.6255 3.4219  0.526
O 1.8294 0.8426 2.4126  0.076
C 0.8617 1.0809 1.8667  0.262
C -0.4379 0.8070 1.2713  0.092
C -1.5164 0.6578 2.3085  0.454
C -2.0716 -0.4732 2.6414  0.323
O -2.5430 -1.4692 3.0386  0.259
Fe -3.6512 -2.9411 3.2720  3.967
H -0.2888 -0.0845 0.6381  0.003
H -0.6343 1.6551 0.5917  0.025
H -1.9110 1.5336 2.8343  0.013


# C4H4HgLiO2

C4H4HgLiO2 as an isolated structure (the ωB97M-V functional and the def2-TZVPD basis, OMol25).

Computed properties:
2S+1: 3
E, eV: -12675.399
HOMO-LUMO gap (alpha / beta), eV: 4.902 / 4.384
Highest occupied orbital energy (alpha / beta), eV: -9.95 / -9.93
LUMO level (alpha / beta), Ha: -0.1855 / -0.2037
Relative energy (zero: lowest compared OMol25 entry of this formula, charge and spin), kcal/mol: 7.3
Total charge: +1
F_max, eV/Å: 5.39

Each line ends with the Löwdin spin population.
Cartesian coordinates (Å):
H -1.3008 2.0511 1.5734  0.817
C 1.7383 0.1930 -0.2921  0.033
C 0.5380 -0.3556 0.0465  0.384
C -0.7192 0.3465 -0.2404  0.093
C -1.9131 -0.2250 -0.2385  0.214
O -3.0225 -0.5611 0.0206  0.102
O 2.8528 -0.4339 -0.4590  0.316
Hg 4.7505 -1.8538 -0.9029  0.002
Li -4.5089 -0.3877 1.1671  0.020
H 1.7783 1.2988 -0.3670  -0.001
H 0.4942 -1.3227 0.5545  0.013
H -0.6877 1.2502 -0.8621  0.007